Entry from the Open Molecules 2025 dataset: C30H66BBr22InO8P as an isolated structure (wB97M-V/def2-TZVPD).

F_max (eV/A): 1.65
Orbital gap (Ha): 0.2108
ΔE to the lowest compared entry with this formula, charge and spin (kcal per mole): 0.0
E_LUMO (eV): 1.357
Energy (eV): -1604639.4328
Highest occupied orbital energy (eV): -4.38

```
! wB97M-V def2-TZVPD RIJCOSX def2/J DEFGRID3
* xyz -1 1
H -3.35 -2.42 -1.92
H 4.00 8.84 -0.49
Br -4.94 2.11 9.93
H 6.12 10.57 -10.66
H 5.01 10.97 -9.34
H 2.97 -0.04 -4.16
H -8.96 -5.00 5.79
Br 4.04 8.91 -2.98
H -3.98 -10.71 2.58
C -2.39 -0.65 -1.39
C 3.20 4.37 -9.05
C -5.58 -0.36 5.64
H -0.57 -6.34 -0.33
O -0.96 -4.79 1.29
H 2.54 6.54 -3.90
C -5.55 -0.98 4.26
C -7.01 -4.40 6.45
Br 1.87 2.97 0.59
H 3.94 -1.66 4.20
H -2.73 -2.48 -4.23
H -2.50 -1.54 1.01
H 4.83 -0.36 6.27
H -2.31 -0.77 -4.22
H -6.44 -0.70 3.71
C 4.23 0.08 5.48
H -5.46 -2.06 4.27
H -2.29 -10.38 4.28
O 0.49 -2.98 4.91
H 2.36 4.67 -9.67
C -3.11 -10.12 2.32
H 2.57 1.62 -5.87
C 3.03 3.43 2.07
H 3.40 -4.51 0.36
H 2.83 -1.53 5.57
H 0.79 -7.32 -1.90
H 2.83 -7.74 -2.62
Br 0.25 1.18 -6.57
Br -3.76 -8.69 1.18
C -7.98 -4.79 5.37
H 0.31 -3.92 4.92
C 2.28 4.13 3.17
Br 2.54 6.33 -0.98
C -2.45 -9.58 3.56
Br -5.18 -4.41 5.82
Br 0.71 -0.56 -3.32
C 2.01 -0.07 -4.68
In -0.22 -2.87 1.74
H 4.91 6.39 -0.28
H -6.26 2.04 7.82
Br 3.00 4.43 -5.06
H 6.49 8.87 -8.97
C 2.12 6.15 -4.82
O 2.59 -4.14 0.00
H 3.43 -6.22 -2.02
H -1.92 0.16 -1.93
H -0.24 -6.35 2.51
H 0.34 5.18 -4.06
H -4.06 -1.00 -2.65
C 3.38 -0.97 4.82
Br 3.79 10.17 -11.36
H 2.90 -1.83 -0.73
C -1.49 -1.38 0.67
H -2.43 -10.72 1.71
C 4.42 6.81 -1.16
O 1.32 -7.04 0.03
Br 5.53 0.85 4.24
Br 2.02 -0.20 3.68
H -8.62 1.84 8.90
H -0.47 -7.73 0.76
C 5.26 10.23 -10.09
H 5.64 8.58 -1.12
H 3.83 4.04 1.66
Br 4.21 8.40 -8.15
C -0.02 -5.78 1.59
Br -4.23 -1.11 6.81
H -2.17 -1.66 4.03
Br -8.27 -3.35 4.10
C -7.69 1.54 9.38
Br 3.48 2.48 -9.46
C 1.49 -6.74 -1.31
H -1.27 -1.89 -3.41
H -7.79 1.63 10.45
H 1.34 3.65 3.40
C 4.59 8.30 -1.22
B -0.41 -2.43 4.01
H -3.12 -0.24 -0.71
H 3.65 0.90 5.87
C 1.72 1.27 -5.30
H 1.29 -5.70 -1.53
C -3.14 -1.49 -2.41
C 0.63 6.00 -4.71
H 2.89 4.17 4.08
H 2.92 4.42 -8.01
C 2.89 -7.10 -1.76
H 3.41 -7.59 -0.97
C 4.42 5.19 -9.37
C -2.30 -1.68 -3.66
H -3.01 -8.79 4.01
H 0.98 -5.39 1.72
H -7.04 -5.12 7.26
H -6.53 -0.57 6.12
C 5.54 8.87 -9.49
H 1.45 2.02 -4.56
H 4.86 4.94 -10.33
H 4.17 6.25 -9.35
H 2.02 -0.88 -5.41
H -7.64 -5.65 4.79
Br 5.81 4.96 -8.03
O 3.15 -3.00 2.12
Br -0.68 -8.88 3.18
H -6.75 3.39 8.86
C -6.53 2.33 8.83
O 2.68 -1.53 0.16
H 2.43 6.78 -5.65
Br -4.06 -0.31 3.20
C -0.02 -6.80 0.47
P 2.23 -2.88 0.98
H -7.20 -3.41 6.85
H 0.19 6.93 -4.34
Br 1.89 5.98 2.73
Br -0.18 5.69 -6.45
H 3.44 2.49 2.42
H -1.23 -0.39 1.03
H -5.41 0.71 5.62
H 5.53 8.08 -10.23
O -1.36 -1.58 4.53
H 4.78 6.31 -2.05
Br -7.50 -0.36 8.98
O -1.46 -1.47 -0.75
*
```

Atom charges from the Mulliken analysis, given in e for atoms 1 to 2:
1. H 0.298
2. H 0.340